{
  "formula": "C27H47BN6O2TeY",
  "method": "ωB97M-V/def2-TZVPD",
  "symbols": ["Y", "C", "C", "C", "C", "N", "N", "B", "N", "N", "C", "C", "C", "C", "C", "C", "C", "C", "N", "N", "C", "C", "C", "C", "C", "C", "C", "C", "C", "C", "C", "C", "H", "H", "H", "H", "H", "H", "H", "H", "H", "H", "H", "H", "H", "H", "H", "H", "H", "H", "H", "H", "H", "H", "H", "H", "H", "H", "H", "H", "H", "H", "H", "H", "H", "H", "H", "H", "H", "H", "H", "H", "O", "C", "O", "H", "C", "Te", "C", "H", "H", "H", "H", "H", "H"],
  "positions_angstrom": [[-0.641375, -0.429319, -0.363842], [1.092954, 4.542216, 1.373309], [0.362810, 3.679292, 0.401552], [-0.416744, 4.088518, -0.659603], [-0.853111, 2.924298, -1.293884], [-0.397094, 1.854740, -0.620863], [0.368943, 2.334868, 0.413156], [1.274810, 1.457782, 1.313423], [0.436861, 0.643524, 2.319242], [-0.570916, -0.231975, 1.986220], [-1.143790, -0.608808, 3.150292], [-0.478948, 0.001825, 4.211783], [0.507975, 0.784619, 3.652611], [1.476751, 1.659254, 4.373854], [-2.318857, -1.538000, 3.349570], [-3.265071, -0.924648, 4.392435], [-3.118201, -1.756824, 2.071679], [-1.796864, -2.876956, 3.898929], [2.153040, 0.561587, 0.410684], [1.649097, -0.230004, -0.583918], [2.685956, -0.629331, -1.330786], [3.868598, -0.127377, -0.788723], [3.492570, 0.625866, 0.308026], [4.380188, 1.399543, 1.221679], [2.565072, -1.481911, -2.563814], [3.387807, -0.850967, -3.696453], [3.132394, -2.873595, -2.234268], [1.109089, -1.589726, -3.018145], [-1.681094, 2.909704, -2.554887], [-1.717163, 1.534185, -3.220634], [-1.075405, 3.912344, -3.549028], [-3.113979, 3.338321, -2.195535], [0.863859, 5.584286, 1.164995], [2.171586, 4.405175, 1.290752], [0.800260, 4.320443, 2.399415], [-0.614215, 5.107514, -0.943822], [1.990546, 2.169267, 1.929532], [-0.692917, -0.093415, 5.261987], [1.326766, 1.544098, 5.444370], [1.329621, 2.707882, 4.115206], [2.507004, 1.395307, 4.136526], [-3.565738, 0.085791, 4.111373], [-2.801269, -0.887156, 5.377802], [-4.162993, -1.538889, 4.471484], [-3.538825, -0.823923, 1.702416], [-3.934725, -2.454236, 2.262963], [-2.497724, -2.188821, 1.284540], [-1.236124, -2.718554, 4.820718], [-1.141266, -3.371852, 3.184812], [-2.635847, -3.541357, 4.114201], [4.873486, -0.265741, -1.149524], [5.416727, 1.188815, 0.970105], [4.211915, 1.132346, 2.264373], [4.213532, 2.472123, 1.115202], [4.442773, -0.786895, -3.432123], [3.028430, 0.153350, -3.926287], [3.301994, -1.464395, -4.594389], [4.213481, -2.821712, -2.102786], [2.920682, -3.573507, -3.045058], [2.697821, -3.256818, -1.310730], [0.665144, -0.597396, -3.143852], [0.502061, -2.169318, -2.317638], [1.059626, -2.094945, -3.982784], [-0.745053, 1.034267, -3.175443], [-1.986215, 1.638870, -4.271291], [-2.472609, 0.909879, -2.756436], [-0.068036, 3.607991, -3.839222], [-1.022506, 4.916865, -3.131662], [-1.697090, 3.952687, -4.444112], [-3.543020, 2.652919, -1.462264], [-3.739037, 3.329922, -3.090290], [-3.125929, 4.344230, -1.774988], [-2.965056, -0.297251, -0.507957], [-2.954006, -1.047707, -1.514629], [-1.871360, -1.473223, -2.007223], [-3.904178, -1.343157, -1.982594], [-2.239718, -4.301250, -0.662290], [-0.386600, -3.610282, 0.163489], [0.693052, -5.015118, -1.059751], [-2.133815, -4.355173, -1.742140], [-3.031868, -3.605121, -0.405685], [-2.459762, -5.281781, -0.249692], [0.129425, -5.942773, -1.011857], [1.681306, -5.169456, -0.636689], [0.770131, -4.665872, -2.085141]],
  "forces_ev_per_angstrom": [[-0.537, -0.281, -0.387], [0.038, -0.103, 0.018], [-0.165, 0.059, -0.097], [0.061, -0.052, -0.025], [0.077, 0.187, 0.138], [0.039, 0.543, -0.228], [0.127, 0.227, 0.186], [-0.172, -0.162, -0.257], [0.246, 0.010, 0.193], [-0.274, 0.034, 0.330], [0.113, 0.120, 0.131], [-0.014, -0.014, -0.051], [-0.126, -0.086, 0.064], [0.019, 0.014, -0.111], [-0.069, -0.173, -0.070], [0.019, 0.053, -0.005], [0.106, 0.082, 0.158], [-0.052, 0.093, -0.043], [0.311, 0.062, 0.229], [0.456, 0.034, -0.188], [0.220, 0.072, 0.064], [-0.038, 0.029, 0.014], [0.056, -0.115, -0.181], [-0.098, 0.051, 0.001], [-0.067, -0.101, -0.034], [-0.068, -0.024, 0.078], [-0.037, 0.122, -0.092], [0.149, 0.044, 0.138], [-0.118, -0.063, -0.051], [0.031, 0.102, 0.141], [0.001, -0.030, 0.086], [0.087, -0.042, -0.047], [-0.007, 0.011, 0.016], [-0.008, 0.013, 0.028], [0.014, 0.025, 0.003], [-0.002, -0.019, -0.007], [0.022, 0.030, 0.032], [-0.003, -0.016, -0.014], [0.012, 0.005, 0.011], [0.035, -0.004, 0.031], [0.001, 0.020, 0.021], [-0.003, -0.010, -0.001], [-0.024, 0.028, 0.001], [0.008, -0.013, 0.018], [-0.006, -0.036, -0.020], [0.014, -0.037, -0.025], [0.009, -0.027, -0.064], [-0.012, -0.030, 0.006], [0.047, -0.045, -0.042], [0.005, 0.003, 0.008], [-0.016, -0.021, -0.004], [0.012, 0.002, 0.024], [0.015, 0.010, 0.001], [0.014, -0.006, 0.031], [0.005, 0.022, -0.009], [0.008, -0.001, -0.023], [0.017, 0.008, -0.014], [-0.001, -0.019, 0.035], [0.024, -0.008, 0.004], [0.010, -0.017, -0.038], [0.011, -0.042, -0.057], [0.001, -0.018, -0.017], [-0.081, -0.016, 0.003], [-0.037, 0.023, -0.068], [-0.008, -0.042, -0.013], [0.022, -0.068, 0.009], [0.002, 0.025, -0.015], [-0.003, 0.004, -0.024], [0.012, 0.002, -0.011], [-0.032, 0.010, -0.007], [-0.017, 0.011, 0.013], [-0.015, 0.003, -0.008], [-0.130, 0.181, -0.070], [-0.320, -0.096, -0.154], [0.035, -0.062, -0.073], [0.032, 0.007, 0.026], [0.078, 0.063, 0.050], [0.004, -0.969, 0.073], [0.000, 0.257, 0.077], [0.034, 0.080, -0.001], [-0.028, -0.009, 0.039], [0.036, 0.021, 0.042], [-0.039, 0.025, 0.042], [-0.027, 0.025, 0.016], [-0.040, 0.032, 0.016]],
  "gap_ha": 0.3279,
  "relative_energy_kcal_mol": 3.5,
  "lumo_ha": -0.08698,
  "total_energy_ev": -50812.5459,
  "charge": 1
}